No. 1
# C19H50I4O25S

21 unconnected molecules or ions with the total composition C19H50I4O25S (ωB97M-V with the def2-TZVPD basis set, the Open Molecules 2025 dataset).

Computed properties:
Orbital gap (eV): 8.17
E_LUMO (eV): -0.55
HOMO (eV): -8.72
Energy (a.u.): -4223.829311

Geometry as ORCA input:
```
! RIJCOSX wB97M-V def2-TZVPD def2/J DEFGRID3
* xyz 0 1
O 0.49977 1.79551 -2.69743
O 2.19279 2.42691 -1.02843
I 1.88472 1.32829 5.52873
I 5.77516 -1.80455 1.58566
I -2.37651 -3.27088 -3.58198
I -1.06427 -5.41369 2.30510
O 4.49824 -0.48370 4.32507
O -1.91664 -5.41497 -0.97730
O 1.21595 0.04136 -0.99826
C -2.52129 1.75195 1.74269
C -2.18270 3.03316 1.17381
C 1.31410 0.30094 2.53856
C 2.67331 -1.00222 1.10501
C -0.77341 -1.95937 -1.31155
C -0.38697 -2.66677 0.92129
C -1.76191 0.59284 1.40780
C -1.15322 3.17504 0.20050
C 2.29167 0.30444 3.54193
C 3.70983 -0.94833 2.07435
C -1.44457 -3.10840 -1.56824
C -0.96899 -3.90295 0.62947
C 3.53517 -0.35694 3.30349
C -1.47753 -4.17241 -0.59576
C 1.43552 -0.38899 1.35363
C -0.22322 -1.73039 -0.06843
C -0.64222 0.79738 0.54076
C -0.41165 2.02897 -0.09276
C 0.43001 -0.35120 0.18393
S 0.97279 1.66190 -1.29751
H 5.25775 -0.99494 4.06742
H -2.36783 -5.43309 -1.87179
H -3.40909 1.70489 2.31111
H -2.77662 3.90301 1.46307
H 0.37002 0.77291 2.82131
H 2.85414 -1.46000 0.14881
H -0.71780 -1.06736 -1.97838
H 0.04620 -2.47794 1.92072
H -2.14350 -0.25969 1.88477
H -1.05617 4.03658 -0.52849
O 4.23396 -1.10444 -2.61183
H 3.36748 -1.23470 -3.11780
H 4.96878 -0.92949 -3.28502
O -1.91887 6.40126 1.08967
H -1.69216 6.69710 2.03033
H -1.08329 6.01324 0.67132
O 7.35078 1.11318 3.88269
H 6.92433 1.46683 3.03604
H 7.89333 0.29329 3.64357
O -5.71343 1.10147 0.51101
H -5.51476 1.95880 0.01173
H -5.89541 1.33513 1.47850
O -0.60675 -0.31904 -4.99056
H 0.09187 0.39629 -5.14541
H -1.01825 -0.55634 -5.88393
O -3.77106 -0.60464 -0.39891
H -3.34541 -0.17341 -1.20923
H -4.56315 -0.03981 -0.12087
O -1.57919 -7.45497 -3.44058
H -2.48133 -7.64681 -3.85663
H -1.51427 -7.97505 -2.57510
O 4.39668 4.55249 -0.81952
H 3.62679 3.90001 -0.74669
H 4.79150 4.47175 -1.74762
O -2.83858 -2.37279 3.48157
H -2.53015 -3.04184 2.78802
H -2.09504 -2.25402 4.15744
O 4.40296 2.67793 -3.14715
H 4.65201 1.91386 -2.53238
H 3.95420 2.28963 -3.96666
O -6.08496 1.15686 3.43855
H -7.08195 1.13421 3.60962
H -5.69726 1.94644 3.93855
O 6.49208 -2.56154 5.66416
H 5.62195 -2.31376 6.11719
H 7.13001 -2.90214 6.37182
O -4.65948 5.58814 1.66248
H -3.85205 6.05506 1.27030
H -4.70992 5.81880 2.64635
O 1.12971 2.34185 -5.42371
H 0.39693 2.81203 -5.93919
H 0.85236 2.29706 -4.45169
O 1.01043 6.02789 0.44539
H 0.76522 6.04585 -0.53609
H 1.42534 6.91961 0.68295
O 4.14328 -3.54525 -1.63559
H 4.11648 -2.59116 -1.97137
H 5.09226 -3.88450 -1.72559
O -4.71233 -5.97618 -1.45860
H -5.63029 -6.37288 -1.30452
H -4.49608 -5.36962 -0.67817
O -1.77615 -8.18017 -0.69960
H -1.50145 -7.39111 -0.12892
H -1.89286 -8.98196 -0.09358
O -2.81821 0.32013 -3.17733
H -2.09894 0.32172 -3.88895
H -2.94659 1.27122 -2.85685
O -0.04705 6.03684 -2.12868
H -0.36084 6.74590 -2.77870
H 0.51573 5.36845 -2.63888
*
```

Charges computed using Löwdin, reported in e: -0.3258, -0.2844, 0.7267, 0.8188, 0.9137, 0.8457, -0.0498, -0.0586, -0.1686, -0.0136, -0.0243, -0.0874, -0.0334, -0.1022, -0.0851, 0.0092, -0.0313, -0.4580, -0.4201, -0.4498, -0.4728, -0.3779, -0.3764, -0.1660, -0.1518, -0.1162, -0.1636, -0.2726, 0.8220, -0.0282, 0.0431, 0.0794, 0.0756, 0.0973, 0.1025, 0.1217, 0.1210, 0.0897, 0.1221, -0.0946, 0.1090, 0.1101, -0.1206, 0.0939, 0.0282, -0.1348, 0.0643, 0.0535, -0.1066, 0.0952, 0.0397, -0.1435, 0.0423, 0.0894, -0.1193, 0.0244, 0.0095, -0.1375, 0.0677, 0.0208, -0.1344, 0.0147, 0.0435, -0.1403, -0.0265, 0.0698, -0.1173, 0.0682, 0.0700, -0.1047, 0.0926, 0.0855, -0.1275, 0.0687, 0.0718, -0.1358, 0.0212, 0.0660, -0.1233, 0.0807, 0.0083, -0.1236, 0.0108, 0.0885, -0.1623, -0.0314, 0.0602, -0.1243, 0.0737, 0.0697, -0.1252, 0.0165, 0.0878, -0.1514, 0.0203, 0.0744, -0.0988, 0.1037, 0.0986

=====

No. 2
# C19H50IN15O26PS

A molecular structure, C19H50IN15O26PS (ωB97M-V with the def2-TZVPD basis set, the Open Molecules 2025 dataset).

Computed properties:
Orbital gap (eV): 8.57
E_LUMO (eV): -2.82
HOMO (eV): -11.39
Energy (a.u.): -4567.464555

Geometry as ORCA input:
```
! RIJCOSX wB97M-V def2-TZVPD def2/J DEFGRID3
* xyz 1 1
C 0.58521 -6.02240 1.26951
C -0.31128 -6.76546 2.19652
O -0.19473 -7.93096 2.43860
O -1.36498 -6.03840 2.83585
C -2.22830 -5.46231 1.97416
O -2.51891 -5.95294 0.90782
C -2.92423 -4.18757 2.42475
N -2.10396 -2.97267 2.42292
S -0.52487 -3.06052 3.15477
C -2.54147 -1.83475 1.91905
N -3.79400 -1.76556 1.39124
N -1.71233 -0.73694 1.96379
C -1.49889 -0.12970 0.63282
C -0.21215 -0.70597 -0.01669
C -0.52321 -1.83893 -1.00051
I 0.82466 0.90971 -0.99007
P -2.13945 0.46145 3.25996
N -3.36965 -0.30052 4.15591
O -3.01930 1.59235 2.49248
H 1.34329 -6.70065 0.91246
H 0.02979 -5.66151 0.40961
H 1.02375 -5.15164 1.73911
H -3.76009 -4.08868 1.75503
H -3.33831 -4.31635 3.42327
H 0.23041 -2.25425 2.38659
H -3.92065 -2.42699 0.61982
H -4.01113 -0.83135 1.07454
H -1.41557 0.94712 0.68616
H -2.30876 -0.35719 -0.05136
H 0.44671 -1.01463 0.77601
H -0.46853 -1.48549 -2.01891
H 0.18397 -2.64663 -0.84739
H -1.51060 -2.25617 -0.81683
H -4.13651 -0.66398 3.59308
H -2.99241 -1.01887 4.76206
H -3.95471 1.53994 2.73416
C 3.35208 0.57919 3.46828
N 2.25019 -0.28623 2.98375
O 1.20050 0.23652 2.69385
O 2.46237 -1.48926 2.88432
H 2.99216 1.59533 3.47843
H 3.62958 0.24372 4.46511
H 4.17949 0.46407 2.77574
C 2.53484 5.01099 1.80094
N 3.78930 4.22616 1.64183
O 4.74759 4.77742 1.15736
O 3.75745 3.06212 1.99907
H 2.71247 6.01458 1.43592
H 1.76436 4.51041 1.22189
H 2.28518 5.01296 2.85742
C 2.92551 -3.91375 4.73588
N 3.94041 -2.98597 5.30155
O 5.01392 -2.91116 4.75081
O 3.61052 -2.35404 6.28743
H 3.34868 -4.39560 3.86266
H 2.67179 -4.64103 5.50141
H 2.06337 -3.31283 4.46848
C -2.65641 3.67838 -2.48096
N -2.60890 2.81044 -1.27413
O -3.50277 2.00028 -1.09393
O -1.65633 2.95221 -0.53651
H -3.55356 3.43759 -3.03795
H -2.66438 4.70813 -2.14001
H -1.76959 3.47258 -3.05967
C 6.18183 4.53828 -2.09367
N 5.07566 4.35914 -3.07540
O 5.34798 4.37475 -4.25812
O 3.96280 4.20201 -2.61918
H 7.11234 4.66016 -2.63416
H 5.95197 5.41697 -1.49904
H 6.20348 3.65026 -1.47044
C -6.39941 -2.14020 -2.48418
N -5.52387 -2.10071 -1.28437
O -4.81665 -3.06987 -1.05057
O -5.54559 -1.10487 -0.59283
H -6.25775 -3.08534 -2.98538
H -7.42289 -2.02813 -2.14218
H -6.10626 -1.30705 -3.11706
C 0.79326 0.29799 -4.80617
N 0.19785 1.43531 -5.55917
O 0.87516 1.98193 -6.40254
O -0.93789 1.74360 -5.26122
H 1.80160 0.12836 -5.16416
H 0.78489 0.58727 -3.75742
H 0.16426 -0.57034 -4.97805
C 5.38143 -2.49443 9.12704
N 5.46443 -3.38603 10.31710
O 4.55138 -4.16422 10.50213
O 6.44395 -3.27147 11.02021
H 4.46127 -2.70841 8.60024
H 5.39919 -1.46996 9.48489
H 6.24640 -2.69979 8.50422
C -8.77852 -5.81218 -5.25150
N -7.82033 -4.87801 -4.60065
O -6.71257 -4.76688 -5.07759
O -8.21170 -4.27613 -3.61846
H -8.28653 -6.26626 -6.10233
H -9.05808 -6.55591 -4.51210
H -9.64138 -5.22926 -5.55761
C 0.61499 6.02787 -5.71207
N -0.09241 5.65343 -4.45730
O 0.26131 6.16743 -3.42010
O -0.99208 4.83727 -4.55286
H 1.38283 6.75307 -5.47022
H 1.04146 5.11762 -6.12430
H -0.12555 6.44537 -6.38682
C 4.54567 7.75980 -5.32648
N 3.42395 7.53965 -6.28014
O 3.67829 7.52279 -7.46333
O 2.32014 7.39002 -5.79492
H 5.46176 7.87497 -5.89244
H 4.31764 8.65662 -4.75893
H 4.59165 6.88973 -4.67957
*
```

Atom charges from the Löwdin analysis, given in e for atoms 1 to 99: 0.0226, -0.4305, 0.1831, 0.0674, -0.4594, 0.1617, -0.0575, -0.2999, 0.9411, -0.4841, 0.1934, -0.2252, -0.2815, -0.7156, -0.1241, 1.0235, 0.8812, -0.1446, -0.2635, 0.1010, 0.0918, 0.0591, 0.1224, 0.1487, -0.1224, 0.0759, 0.0932, 0.0400, 0.1052, 0.0112, 0.0473, 0.0758, 0.0661, 0.0385, 0.0405, 0.0658, 0.0644, -0.3976, 0.0318, 0.0175, 0.0727, 0.1065, 0.1116, 0.0628, -0.4306, 0.0798, 0.0310, 0.0979, 0.1019, 0.1032, 0.0359, -0.4429, 0.0839, 0.0447, 0.0998, 0.1084, 0.0452, 0.0523, -0.4282, 0.0436, -0.0332, 0.1023, 0.1075, 0.0641, 0.0488, -0.4539, 0.0592, 0.0579, 0.0951, 0.0964, 0.1009, 0.0655, -0.4031, 0.0521, 0.0649, 0.0662, 0.1087, 0.1149, 0.0220, -0.4467, 0.0752, 0.0518, 0.0966, -0.0289, 0.0993, 0.0398, -0.4567, 0.0634, 0.0677, 0.0663, 0.1013, 0.1019, 0.0567, -0.4380, 0.0793, 0.0453, 0.0978, 0.1039, 0.1041

=====

Which of these has the highest energy? C19H50I4O25S

=====

Which formula does entry 2 have? C19H50IN15O26PS

=====

E_LUMO of number 1 (C19H50I4O25S)? -0.55 eV